{"formula": "C3H5O3", "method": "ωB97M-V/def2-TZVPD", "symbols": ["O", "O", "O", "C", "C", "C", "H", "H", "H", "H", "H"], "xyz": [[0.868, 0.864, 0.122], [-0.228, -1.384, -0.088], [-1.465, 0.797, 0.020], [-2.511, 0.093, 0.006], [2.052, 0.082, 0.037], [-0.204, 0.201, 0.069], [-2.355, -0.952, -0.183], [2.841, 0.672, -0.693], [1.951, -1.039, -0.245], [-3.386, 0.766, -0.063], [2.437, -0.099, 1.016]], "lowdin_charge": [0.10, -0.11, 0.18, 0.33, -0.01, -0.21, 0.14, 0.18, 0.13, 0.18, 0.09], "molar_mass_da": 89.1, "charge": 1, "total_energy_ha": -342.53467, "spin_multiplicity": 1, "e_homo_ev": [-15.384, -15.384], "gap_ev": [7.510, 7.510]}

---

{"formula": "C6H11N3O", "method": "ωB97M-V/def2-TZVPD", "symbols": ["O", "N", "N", "N", "C", "C", "C", "C", "C", "C", "H", "H", "H", "H", "H", "H", "H", "H", "H", "H", "H"], "xyz": [[-0.796, 0.484, 0.019], [2.568, 0.117, 0.030], [-3.263, -0.843, 0.022], [1.638, 1.017, 0.058], [0.887, -1.189, -0.047], [2.201, -1.239, -0.164], [-3.278, 0.643, 0.068], [0.493, 0.239, 0.009], [3.962, 0.561, 0.038], [-1.845, 1.219, 0.260], [-4.338, -1.171, 0.023], [-2.755, -1.146, -0.787], [-3.908, 1.136, 0.789], [-3.319, 1.018, -0.965], [4.737, -0.011, -0.422], [4.111, 1.519, -0.403], [2.820, -2.098, -0.158], [-1.682, 2.359, 0.176], [4.299, 0.617, 1.004], [0.182, -1.933, -0.303], [-2.713, -1.300, 0.752]], "lowdin_charge": [0.09, -0.13, 0.21, 0.22, 0.04, 0.04, -0.05, -0.23, 0.04, 0.08, 0.27, 0.16, 0.15, 0.16, 0.11, 0.10, 0.15, 0.20, 0.08, 0.11, 0.18], "molar_mass_da": 141.2, "charge": 2, "total_energy_ha": -473.91995, "spin_multiplicity": 1, "e_homo_ev": [-17.002, -16.773], "gap_ev": [7.630, 6.757]}

---

{"formula": "C4H12N3S", "method": "ωB97M-V/def2-TZVPD", "symbols": ["S", "N", "N", "N", "C", "C", "C", "C", "H", "H", "H", "H", "H", "H", "H", "H", "H", "H", "H", "H"], "xyz": [[3.303, -0.424, -0.102], [-1.769, -1.368, 0.068], [-1.452, 1.201, -0.447], [0.581, -0.814, 0.667], [-0.239, -1.578, -0.137], [-0.291, 1.518, 0.467], [0.952, 0.555, 0.406], [2.086, 0.794, -0.206], [-2.304, -1.857, -0.664], [-2.306, -1.636, 0.988], [-2.068, 2.040, -0.411], [0.696, -1.070, 1.643], [4.226, 0.052, -0.836], [0.069, 2.632, 0.181], [2.265, 1.768, -0.505], [-0.942, 1.088, -1.318], [-0.704, 1.470, 1.435], [-0.056, -2.625, -0.091], [-1.891, -0.359, 0.071], [-0.156, -1.384, -1.209]], "lowdin_charge": [0.87, 0.15, -0.03, -0.04, -0.17, -0.17, -0.36, -0.44, 0.16, 0.21, 0.12, 0.15, -0.16, 0.16, 0.07, 0.09, 0.09, 0.13, 0.04, 0.15], "molar_mass_da": 134.2, "smiles": "NC/C(=C/S)NC[NH3+]", "charge": 1, "total_energy_ha": -721.76355, "spin_multiplicity": 1, "e_homo_ev": -12.122, "gap_ev": 9.090}

---

{"formula": "C4H6O", "method": "ωB97M-V/def2-TZVPD", "symbols": ["O", "C", "C", "C", "C", "H", "H", "H", "H", "H", "H"], "xyz": [[0.346, -1.176, 0.855], [0.932, 1.042, 0.100], [-1.021, -0.251, -0.309], [-0.440, 1.009, -0.685], [1.245, -0.040, 0.777], [-0.219, 1.100, -1.750], [-1.717, -0.312, 0.519], [-1.017, 1.870, -0.345], [-1.036, -1.096, -0.991], [2.139, -0.198, 1.372], [0.788, -1.947, 0.458]], "lowdin_charge": [-0.10, -0.04, 0.08, -0.29, -0.26, 0.10, 0.10, 0.11, 0.10, 0.08, 0.11], "molar_mass_da": 70.1, "total_energy_ha": -231.05234, "spin_multiplicity": 1, "e_homo_ev": [-7.475, -7.473], "gap_ev": [7.443, 7.439]}